Computed, not measured: a 6-piece molecular cluster, H12O6 overall in a non-equilibrium geometry, with wB97M-V/def2-TZVPD.

Last columns: bonded neighbours and bond lengths (Å).
Positions of all 18 atoms, in Å:
1 O -0.177 -1.348 0.728  H2 0.931, H3 0.965
2 H -0.989 -1.113 0.337  O1 0.931
3 H 0.561 -0.913 0.284  O1 0.965
4 O -3.897 -0.054 0.140  H5 0.901, H6 0.984
5 H -3.832 -0.803 0.636  O4 0.901
6 H -4.869 -0.012 -0.005  O4 0.984
7 O 5.208 -0.637 -0.463  H8 0.940, H9 1.034
8 H 4.872 0.222 -0.281  O7 0.940
9 H 5.994 -0.662 0.207  O7 1.034
10 O -0.679 2.653 -1.532  H11 0.994, H12 0.969
11 H -0.149 2.917 -2.330  O10 0.994
12 H -0.073 2.889 -0.813  O10 0.969
13 O -1.260 -2.464 -0.811  H14 0.955, H15 0.903
14 H -0.869 -2.920 -0.068  O13 0.955
15 H -0.770 -2.884 -1.442  O13 0.903
16 O 0.577 1.414 1.944  H17 0.911, H18 1.012
17 H -0.333 1.401 1.971  O16 0.911
18 H 0.682 2.315 1.497  O16 1.012

HOMO (eV): -9.77
ΔE to the lowest compared entry with this formula, charge and spin (kJ/mol): 313.82
Gap between HOMO and LUMO (eV): 10.072
E_LUMO (eV): 0.298
Electronic energy (eV): -12477.8612
SMILES string: O.O.O.O.O.O